(1)
A 11-piece molecular cluster, C40H108N6O19 overall, computed with ωB97M-V/def2-TZVPD.

Last column: Mulliken charge in e.
Cartesian coordinates (Å):
C1 1.738781 2.474260 3.326454  -0.746
O1 0.590845 1.683966 3.144380  0.071
C2 -0.366225 1.664876 4.189720  0.309
C3 0.112334 0.891217 5.417104  0.299
C4 0.564841 -0.529024 5.069566  -0.925
N1 -0.869775 0.786034 6.504759  -0.736
H1 2.045823 2.544461 4.379237  0.370
H2 1.514769 3.531872 3.151250  0.122
H3 2.585342 2.081635 2.776905  0.263
H4 -0.637443 2.701463 4.416455  0.463
H5 -1.232078 1.127665 3.798232  -0.798
H6 0.962088 1.392418 5.893590  0.205
H7 -0.253031 -1.196885 4.786973  0.014
H8 1.173612 -1.017387 5.827006  0.407
H9 1.201914 -0.464582 4.179593  0.163
H10 -1.581130 0.164710 6.115145  0.195
H11 -1.354945 1.676297 6.616704  0.316
C5 -1.638890 -1.347547 -3.330242  -0.455
O2 -2.070195 -2.346773 -4.213578  -0.434
C6 -2.712591 -3.427313 -3.563024  -0.786
C7 -3.329120 -4.398400 -4.601125  0.560
C8 -3.918084 -3.628748 -5.761278  -1.504
N2 -4.369550 -5.201307 -3.929837  -0.756
H12 -2.453301 -0.733057 -2.937591  0.531
H13 -0.965634 -0.660154 -3.840269  0.338
H14 -1.108126 -1.818855 -2.496019  -0.170
H15 -2.014047 -3.865745 -2.841761  0.443
H16 -3.563835 -2.997720 -3.015293  0.378
H17 -2.515184 -5.089845 -4.845409  0.230
H18 -4.195202 -4.242419 -6.617555  0.407
H19 -3.285436 -2.787525 -6.037097  0.319
H20 -4.837315 -3.122707 -5.447285  0.396
H21 -4.813783 -5.799851 -4.620926  0.251
H22 -3.930508 -5.877304 -3.309854  0.248
C9 1.897475 6.846930 1.832946  -0.701
O3 0.862100 6.633659 0.865084  -0.287
C10 1.370026 6.190233 -0.374263  -0.917
C11 1.132875 4.694422 -0.563924  1.547
C12 1.858697 4.091446 -1.723568  -1.822
N3 -0.287267 4.364617 -0.728496  -0.518
H23 1.462592 7.287150 2.730023  0.251
H24 2.683729 7.470370 1.414700  0.348
H25 2.225404 5.858791 2.169164  0.234
H26 0.916993 6.850659 -1.127344  0.301
H27 2.431133 6.411317 -0.566883  0.449
H28 1.494957 4.276820 0.380059  -0.531
H29 1.676743 4.530203 -2.712427  0.406
H30 1.680699 3.041909 -1.966611  0.256
H31 2.949833 4.137826 -1.627908  0.525
H32 -0.759524 4.626267 0.137054  0.122
H33 -0.802214 4.913764 -1.416569  0.188
C13 11.183169 2.012047 -0.768070  -0.661
O4 10.765746 1.871919 -2.107016  -0.362
C14 10.349727 0.552831 -2.513775  -0.676
C15 9.243835 0.013704 -1.612463  -0.515
N4 7.960864 0.689527 -1.847180  -0.186
C16 7.016155 0.259112 -0.815494  -1.250
C17 5.549394 0.586795 -1.141731  0.289
O5 4.792965 1.185249 -0.094284  -0.517
C18 3.472434 1.309995 -0.559034  -0.112
H34 10.357449 1.985489 -0.053438  0.261
H35 11.540408 3.047751 -0.736467  0.251
H36 12.051634 1.399083 -0.511463  0.295
H37 11.191291 -0.142324 -2.487148  0.378
H38 9.933520 0.732586 -3.501713  0.316
H39 9.523926 0.100337 -0.555997  0.366
H40 9.112761 -1.051904 -1.822830  0.325
H41 8.181212 1.678445 -1.754775  0.268
H42 7.261004 0.681526 0.168862  0.592
H43 7.128907 -0.823303 -0.768353  0.623
H44 5.106445 -0.355164 -1.486657  -0.214
H45 5.456250 1.289665 -1.980482  0.227
H46 3.007806 0.326681 -0.705723  -0.027
H47 3.378268 1.822343 -1.516699  0.094
H48 2.796465 1.795560 0.142294  0.283
C19 -3.407740 -6.908821 5.803190  -0.749
O6 -3.503566 -5.520511 5.471328  -0.274
C20 -4.487190 -5.337183 4.474645  -0.759
C21 -4.550362 -3.878206 4.049641  -0.669
N5 -3.333837 -3.305401 3.424814  -0.449
C22 -3.191748 -3.867599 2.064389  -1.147
C23 -2.121811 -3.226586 1.206426  0.776
O7 -0.898470 -3.327509 1.888174  -0.502
C24 0.137674 -2.537465 1.335605  -0.007
H49 -3.419475 -7.501535 4.886662  0.323
H50 -4.271480 -7.130381 6.438117  0.293
H51 -2.497661 -7.110446 6.362166  0.237
H52 -5.475045 -5.572543 4.892365  0.500
H53 -4.310021 -6.002519 3.623420  0.410
H54 -4.680229 -3.313723 4.979131  0.307
H55 -5.473989 -3.693100 3.502513  0.448
H56 -2.533652 -3.552794 3.998993  0.444
H57 -4.141486 -3.656321 1.564903  0.409
H58 -3.091579 -4.954739 2.101573  0.465
H59 -2.420233 -2.190521 0.979823  -0.506
H60 -2.083446 -3.636926 0.187029  0.298
H61 0.497811 -1.823952 2.086648  -0.199
H62 -0.225220 -1.988731 0.466454  -0.056
H63 1.053007 -3.086629 1.099470  0.432
C25 7.011272 -4.339594 -2.908679  -0.783
O8 7.139141 -3.082349 -3.546275  -0.482
C26 6.177373 -2.133809 -3.117214  -0.462
C27 4.721692 -2.513526 -3.366495  -0.603
N6 3.869138 -1.439108 -2.865290  0.167
C28 2.510041 -1.844396 -2.527665  -0.859
C29 1.665887 -2.546523 -3.625012  -0.042
O9 2.130169 -3.825818 -3.965541  -0.307
C30 1.402311 -4.384353 -5.043846  -0.527
H64 8.004516 -4.787267 -2.991066  0.274
H65 6.310485 -4.992981 -3.433751  0.279
H66 6.776860 -4.248242 -1.843988  0.325
H67 6.469780 -1.178766 -3.558786  0.397
H68 6.300660 -2.007087 -2.031731  0.110
H69 4.532330 -3.437594 -2.814930  0.378
H70 4.400443 -2.788170 -4.375333  0.253
H71 3.932029 -0.603778 -3.425582  0.358
H72 1.894913 -0.964251 -2.320803  0.051
H73 2.504768 -2.467510 -1.631161  0.328
H74 1.563761 -1.795610 -4.418194  0.358
H75 0.679652 -2.686584 -3.167160  -0.013
H76 1.709688 -5.409761 -5.235955  0.283
H77 1.526193 -3.775806 -5.941160  0.340
H78 0.342423 -4.438936 -4.770187  0.025
O10 -1.208799 1.992729 -1.773923  -0.411
C31 -1.741632 1.129118 -0.768338  1.447
C32 -0.607128 0.630620 0.111433  -0.125
O11 -0.976988 -0.472758 0.939742  0.528
H79 -0.838693 2.779703 -1.314201  0.234
H80 -2.476214 1.753036 -0.251295  -0.861
H81 -2.242283 0.270042 -1.208445  -0.188
H82 -0.434423 1.462052 0.810919  0.026
H83 0.364845 0.457781 -0.356450  -0.265
H84 -0.432620 -0.454795 1.733384  -0.188
O12 -5.485725 2.401789 3.414165  -0.627
C33 -4.492330 3.446794 3.394232  -0.346
C34 -4.000283 3.643402 1.980831  0.341
O13 -5.051713 3.695693 1.019721  -0.590
H85 -5.909004 2.406251 2.546057  0.325
H86 -4.935916 4.280597 3.941081  0.462
H87 -3.651966 3.046179 3.967460  -0.041
H88 -3.414521 2.750036 1.733697  -0.357
H89 -3.288650 4.472745 1.946715  0.546
H90 -4.792723 4.389956 0.398677  0.328
O14 -2.421827 4.306237 -3.892522  -0.517
C35 -3.766387 4.577611 -3.568863  -0.869
C36 -4.188894 4.282463 -2.111809  0.678
O15 -3.557926 5.277275 -1.249485  -0.513
H91 -2.272011 3.362730 -3.746554  0.319
H92 -4.102673 5.601237 -3.731107  0.394
H93 -4.401024 3.978741 -4.233531  0.312
H94 -3.912295 3.325578 -1.674680  -0.378
H95 -5.258920 4.453347 -1.966549  0.393
H96 -4.019556 6.111790 -1.374579  0.256
O16 -4.425951 0.001666 -0.188336  -0.041
C37 -5.738702 0.532233 -0.241525  -0.804
C38 -5.788105 2.041827 -0.279854  -0.286
O17 -5.296876 2.521399 -1.542803  -0.614
H97 -4.357538 -0.315711 0.731149  -0.268
H98 -6.323471 0.251048 -1.126621  0.342
H99 -6.305972 0.133654 0.606650  0.334
H100 -5.091769 2.491329 0.447345  0.342
H101 -6.729848 2.487964 0.036873  0.674
H102 -4.469244 2.046335 -1.675723  0.215
O18 -3.385647 -0.801772 5.323045  -0.573
C39 -4.206556 0.161180 4.654944  -0.514
C40 -4.143300 0.206742 3.143619  1.890
O19 -4.639223 -0.945753 2.469488  -0.647
H103 -3.229483 -1.562274 4.739263  0.235
H104 -5.236674 -0.030395 4.963839  0.311
H105 -3.841122 1.141039 4.972140  0.387
H106 -3.117995 0.409521 2.794956  -0.597
H107 -4.639920 1.087547 2.728242  -0.655
H108 -4.290985 -1.761740 2.889434  0.197

Atoms 1-3, force components in eV/Å:
C -0.3 0.8 1.6
O 0.1 -0.6 -0.7
C 0.5 -0.2 0.0

Values from the calculation:
Spin multiplicity   1
Max |F|   7.1 eV/A
SMILES   COC[C@H](C)N.COC[C@H](C)N.COC[C@H](C)N.COCCNCCOC.COCCNCCOC.COCCNCCOC.OCCO.OCCO.OCCO.OCCO.OCCO
Frontier orbital gap   8.78 eV
M   977.327 g/mol
LUMO   0.3869 eV
Energy   -91060.130 eV

---

(2)
A 14-piece molecular cluster, C40H108O14 overall, computed with ωB97M-V/def2-TZVPD.

Last column: Mulliken charge in e.
Cartesian coordinates (Å):
C1 4.424393 -0.414804 -2.586086  -0.405
O1 5.657204 -1.016743 -2.432122  -0.553
H1 4.465934 0.608215 -2.982601  0.442
H2 3.727693 -1.035964 -3.088786  0.289
H3 3.966016 -0.270604 -1.609968  -0.181
H4 6.035161 -1.177850 -3.363015  0.335
C2 -0.996429 -3.381731 -7.436185  -1.308
C3 -1.040563 -2.505940 -6.170500  0.694
C4 0.318714 -2.670130 -5.517052  -1.003
O2 -1.322344 -1.204544 -6.389628  -0.575
H5 -1.141845 -4.439268 -7.101746  0.329
H6 -0.007090 -3.234850 -7.848978  0.393
H7 -1.790103 -3.190771 -8.194538  0.341
H8 -1.652595 -2.868350 -5.403646  -0.153
H9 1.151884 -2.392098 -6.183928  0.617
H10 0.469437 -3.652201 -5.164961  0.551
H11 0.287566 -1.952564 -4.676125  -0.336
H12 -0.766697 -0.868148 -7.116265  0.294
C5 -0.978329 0.485692 6.413595  -1.445
C6 0.134793 1.075077 5.591526  0.680
C7 1.580345 0.720242 6.076226  -1.472
O3 -0.037940 0.664519 4.237731  0.590
H13 -0.797068 -0.591801 6.491768  0.301
H14 -1.973572 0.595299 5.941762  0.165
H15 -1.068306 0.966390 7.404586  0.392
H16 0.107003 2.137947 5.597690  0.442
H17 1.547788 1.307680 7.017343  0.487
H18 2.390155 1.105467 5.432743  0.187
H19 1.621812 -0.309706 6.364922  0.336
H20 0.480581 -0.125533 4.084204  -0.525
C8 2.160201 2.871936 -3.219824  -0.825
C9 1.409643 1.838604 -4.021669  0.892
C10 2.216135 1.243550 -5.168680  -1.417
O4 0.953576 0.821985 -3.211375  0.499
H21 2.979270 2.472346 -2.627889  -0.010
H22 1.447048 3.412110 -2.580405  -0.235
H23 2.539313 3.615462 -3.870285  0.597
H24 0.500931 2.322138 -4.370187  0.269
H25 2.296281 1.884717 -6.026430  0.400
H26 1.841947 0.276880 -5.613911  0.072
H27 3.186202 1.045297 -4.787822  0.371
H28 0.099257 0.463494 -3.451819  -0.544
C11 3.931711 5.340080 1.557091  -1.575
C12 3.334874 3.984772 1.241434  0.429
C13 2.272073 3.667497 2.282631  -0.932
O5 2.664754 3.978248 -0.094843  -0.293
H29 4.430355 5.349439 2.526859  0.394
H30 3.083927 5.982418 1.642666  0.378
H31 4.425358 5.871999 0.742330  0.395
H32 4.080715 3.196929 1.240154  0.428
H33 1.347167 4.193479 2.019382  0.278
H34 2.561166 4.143764 3.183259  0.723
H35 1.977513 2.646809 2.468553  -0.247
H36 3.290822 4.162910 -0.795397  0.158
C14 -1.886064 5.490944 -0.482118  -1.370
C15 -0.422630 5.411192 -1.015945  2.459
C16 -0.157818 6.451128 -2.036491  -1.507
O6 0.400459 5.566337 0.160392  -0.606
H37 -2.050086 6.377919 0.079775  0.454
H38 -2.084719 4.686432 0.243407  0.067
H39 -2.598493 5.329901 -1.291797  0.325
H40 -0.299025 4.418337 -1.507286  -1.052
H41 -0.267518 7.517574 -1.618564  0.319
H42 -0.871998 6.321767 -2.872645  0.370
H43 0.872903 6.435880 -2.463127  0.314
H44 1.199221 5.115327 -0.080248  0.168
C17 3.596573 0.290007 2.168496  -0.833
C18 3.871207 -1.046748 1.483805  0.573
C19 4.558035 -2.042108 2.512752  -1.759
O7 2.645721 -1.688823 1.059864  2.479
H45 4.516896 0.748629 2.575614  0.566
H46 3.024586 0.095856 3.057274  -0.077
H47 3.137788 1.010092 1.539186  -0.381
H48 4.505080 -0.986222 0.590436  0.649
H49 4.018506 -2.077727 3.470607  0.168
H50 5.511471 -1.619290 2.809379  0.500
H51 4.775867 -3.006851 2.116109  0.411
H52 2.217868 -1.223672 0.272976  -1.210
C20 1.942005 -3.639141 -1.662879  0.156
C21 3.106423 -4.372653 -0.983046  -0.009
C22 4.477476 -3.737352 -1.252119  -0.968
O8 2.869278 -4.447709 0.457697  -0.635
H53 1.940935 -2.649763 -1.376503  -0.533
H54 1.163416 -4.273598 -1.221049  0.116
H55 1.968766 -3.533360 -2.768681  0.319
H56 3.060265 -5.420118 -1.335274  0.532
H57 4.438887 -2.686804 -0.892571  0.065
H58 4.655277 -3.746070 -2.345228  0.333
H59 5.231007 -4.246134 -0.666961  0.351
H60 3.001791 -3.551941 0.744102  -0.309
C23 -4.272259 -3.501440 2.962478  -1.668
C24 -4.306965 -1.996277 2.877852  1.710
C25 -5.666792 -1.375577 2.694949  -1.112
O9 -3.662202 -1.405038 3.983551  -0.635
H61 -3.304835 -3.862553 3.059026  0.296
H62 -4.793949 -3.907404 2.158383  0.444
H63 -4.872410 -3.865943 3.812203  0.395
H64 -3.803582 -1.836093 1.895185  -0.442
H65 -6.009100 -1.497546 1.689739  0.388
H66 -5.627906 -0.330735 2.956350  0.084
H67 -6.324801 -1.819639 3.465841  0.314
H68 -3.472945 -0.444475 3.799275  0.316
C26 -3.524724 -3.965442 -2.938836  -1.709
C27 -2.445684 -3.412228 -2.003414  1.984
C28 -2.262012 -4.326292 -0.862581  -0.897
O10 -1.220449 -3.152279 -2.810344  -0.257
H69 -3.290185 -5.024011 -3.297054  0.360
H70 -3.643789 -3.227012 -3.746092  0.333
H71 -4.501717 -4.064606 -2.405490  0.370
H72 -2.838802 -2.469512 -1.667934  -0.694
H73 -2.033524 -5.336422 -1.272116  0.446
H74 -3.189985 -4.493654 -0.260725  0.232
H75 -1.411044 -3.986162 -0.285025  -0.140
H76 -0.482168 -2.736730 -2.323892  -0.092
C29 0.090115 -3.332194 2.195503  -0.610
C30 0.114914 -2.456418 3.419359  1.774
C31 0.323908 -3.248352 4.758652  -1.940
O11 1.229054 -1.526830 3.337880  -0.580
H77 0.886315 -4.103054 2.155264  0.282
H78 0.137232 -2.641735 1.332874  -0.427
H79 -0.868599 -3.871602 2.082734  0.488
H80 -0.758838 -1.902037 3.594926  -0.233
H81 -0.636036 -3.599769 5.072054  0.411
H82 0.657986 -2.513693 5.483755  0.337
H83 0.989000 -4.080658 4.676196  0.423
H84 1.648811 -1.626269 2.489080  -0.607
C32 -3.810608 -0.079082 -2.985434  -1.108
C33 -2.852870 1.002932 -3.592654  0.643
C34 -2.756037 2.176929 -2.663364  -1.287
O12 -1.609647 0.393004 -3.855472  -0.291
H85 -4.786532 0.353634 -2.858976  0.552
H86 -3.523008 -0.396348 -1.979283  -0.037
H87 -3.790007 -0.947913 -3.623209  0.217
H88 -3.251149 1.362351 -4.505910  0.563
H89 -2.102676 3.024783 -2.864830  0.271
H90 -2.513929 1.827349 -1.662398  -0.027
H91 -3.762211 2.560219 -2.499314  0.486
H92 -1.642467 -0.146853 -4.658123  -0.056
C35 -4.453896 2.611648 3.573843  -1.796
C36 -2.969913 2.354040 3.191526  1.298
C37 -1.997441 3.370943 3.827758  -1.227
O13 -2.592453 1.108014 3.626676  0.192
H93 -4.779271 3.569071 3.310194  0.531
H94 -4.600104 2.583685 4.633301  0.402
H95 -5.197651 1.929079 3.148163  0.245
H96 -2.912364 2.422124 2.109798  -0.191
H97 -2.146303 3.327218 4.912738  0.340
H98 -2.279281 4.364548 3.525136  0.533
H99 -0.955627 3.203914 3.595773  0.035
H100 -1.652825 1.024386 3.813982  -0.148
C38 -0.159515 1.787008 0.154943  -0.087
C39 0.010803 0.227050 0.214979  2.821
C40 -1.181896 -0.567139 -0.332035  -0.080
O14 1.155682 -0.125719 -0.511735  1.018
H101 -0.366307 2.148672 -0.891433  -0.152
H102 0.801879 2.216581 0.446430  -0.355
H103 -0.964628 2.041701 0.902725  -0.324
H104 0.239678 -0.069894 1.279842  -1.144
H105 -2.140819 -0.126762 -0.107891  0.725
H106 -1.279827 -1.533688 0.133471  -0.480
H107 -1.081452 -0.779065 -1.446424  -1.076
H108 1.159489 0.300268 -1.363605  -0.909

Atoms 1-3, force components in eV/Å:
C -0.8 1.2 1.0
O 2.1 -0.7 -2.2
H 0.1 -0.3 -0.4

Values from the calculation:
Spin multiplicity   1
Max |F|   3.7 eV/A
Frontier orbital gap   9.68 eV
M   813.290 g/mol
LUMO   0.3786 eV
Energy   -71894.625 eV

---

Results for energy above the lowest of the compared OMol25 structures with the same formula, charge and spin: 86.9; 72.8 (in kcal/mol, following the order of the records).